# C21H31N5O3

An isolated molecule of C21H31N5O3 (ωB97M-V/def2-TZVPD, the Open Molecules 2025 dataset).

Geometry as XYZ:
```
60
Properties=species:S:1:pos:R:3:forces:R:3
C -7.187825 -2.305599 3.214392 0.100 0.065 0.162
C -5.735199 -2.684225 2.924807 -0.159 -0.163 -0.172
C -4.863006 -1.565963 2.320713 -0.110 0.053 0.263
C -5.611009 -0.407285 1.650476 0.022 -0.120 -0.269
C -4.578814 0.211430 0.710761 -0.139 0.359 0.194
C -3.774843 -0.981653 0.154131 0.072 0.060 0.255
O -4.390197 -1.475539 -1.012488 -0.022 -0.122 -0.139
C -2.367866 -0.511509 -0.229535 -0.078 0.056 -0.219
O -2.148303 -0.202467 -1.394282 0.098 -0.050 -0.146
N -1.435746 -0.395679 0.731009 -0.159 -0.058 0.386
C -0.101726 0.098809 0.475685 0.143 0.311 -0.117
C 0.736620 -0.924099 -0.282427 -0.022 -0.313 0.227
N 2.027360 -0.377701 -0.649489 0.032 0.128 -0.277
C 2.956189 -0.255375 0.322499 -0.089 0.042 0.034
O 2.773221 -0.667657 1.457869 -0.026 -0.034 0.210
C 4.246313 0.441072 0.003770 0.319 -0.078 -0.003
C 5.455215 -0.175943 0.303516 -0.178 0.018 -0.023
C 6.665421 0.480452 0.082974 0.138 0.160 -0.057
N 6.779931 1.718043 -0.400443 0.019 -0.018 0.014
C 5.618813 2.292164 -0.657825 -0.220 -0.189 0.105
C 4.336246 1.738889 -0.486813 0.116 -0.112 0.068
N 3.366818 2.647091 -0.856040 -0.096 0.164 -0.041
C 4.041830 3.696940 -1.228095 0.221 -0.013 0.031
N 5.400829 3.557643 -1.142372 -0.184 0.270 -0.124
C 6.408090 4.555649 -1.436518 0.103 -0.171 0.092
C 2.273034 -0.126227 -2.066944 0.188 0.217 -0.574
C 1.228373 0.808313 -2.668459 -0.236 -0.005 -0.040
C 2.400196 -1.434397 -2.845368 -0.079 -0.071 -0.062
C -3.856584 -2.055099 1.259633 0.145 -0.158 0.172
H -7.699704 -3.122281 3.724305 0.012 -0.011 0.009
H -7.253241 -1.424282 3.855743 -0.022 0.001 -0.002
H -7.740452 -2.098105 2.298609 0.016 0.027 0.009
H -5.269297 -3.047230 3.843644 0.009 0.001 -0.004
H -5.749642 -3.542309 2.246434 0.046 0.034 -0.054
H -4.295335 -1.130677 3.150864 0.054 0.082 -0.046
H -6.456231 -0.776293 1.065012 0.042 -0.028 -0.020
H -5.995252 0.315064 2.370292 -0.062 -0.033 0.003
H -5.040321 0.781370 -0.095099 0.092 -0.079 -0.116
H -3.937980 0.915283 1.253732 0.087 -0.175 0.075
H -3.907135 -1.067235 -1.751209 -0.017 0.012 0.033
H -1.678224 -0.646387 1.672392 -0.026 -0.048 0.001
H -0.152003 1.028267 -0.095347 -0.069 -0.074 -0.109
H 0.373118 0.340248 1.425137 -0.016 -0.118 0.030
H 0.880880 -1.813167 0.335074 -0.005 0.046 0.066
H 0.203145 -1.233042 -1.177949 0.038 0.094 -0.050
H 5.455136 -1.171547 0.724618 0.000 -0.012 0.001
H 7.599540 -0.014785 0.314291 0.007 -0.067 0.016
H 3.612187 4.624055 -1.577112 -0.051 -0.005 -0.019
H 5.946617 5.400392 -1.940244 -0.063 -0.002 0.005
H 6.880024 4.891571 -0.513916 0.034 0.046 -0.034
H 7.169546 4.123178 -2.082513 0.019 0.024 0.000
H 3.230862 0.384213 -2.164711 -0.052 -0.071 0.208
H 1.456777 0.996049 -3.718818 0.077 -0.040 0.004
H 0.219962 0.388208 -2.632206 0.024 -0.019 0.048
H 1.226576 1.767500 -2.151558 0.036 -0.055 0.050
H 2.571735 -1.228281 -3.902939 0.002 0.058 0.013
H 3.242821 -2.025007 -2.483112 -0.037 -0.020 0.075
H 1.493781 -2.040021 -2.781430 0.013 0.006 0.042
H -2.892643 -2.272609 1.722539 0.071 0.064 -0.065
H -4.158624 -3.002218 0.810342 -0.176 0.135 -0.121
```
Positions in Å, forces in eV/Å.

As for the largest force on an atom: 0.64 eV Å⁻¹. The SMILES is CC[C@@H]1CC[C@@](O)(C(=O)NCCN(C(=O)c2ccnc3c2ncn3C)C(C)C)C1. For the frontier orbital gap, the calculation gives 0.351 hartree. The value obtained for the total energy is -1318.3855 hartree. The calculation puts the energy above the lowest of the compared OMol25 structures with the same formula, charge and spin at 0.304 eV.

***

# C21H31NO6S

An isolated molecule of C21H31NO6S in a non-equilibrium geometry (ωB97M-V/def2-TZVPD, the Open Molecules 2025 dataset).

Geometry as XYZ:
```
60
Properties=species:S:1:pos:R:3:forces:R:3
C -0.355399 -3.335807 3.583971 0.120 0.269 -0.301
C 0.374821 -2.910876 2.318348 -0.156 -0.533 0.051
O 0.306545 -1.496284 2.130977 0.287 0.163 0.158
C -0.791971 -1.011827 1.548665 -0.174 0.189 -0.171
O -1.692939 -1.705203 1.150645 -0.096 -0.118 0.021
C -0.788744 0.515959 1.506568 -0.088 0.044 0.166
C -1.273065 0.925997 2.915321 0.137 0.393 -0.150
C -1.249746 2.426186 3.220522 -0.442 -0.393 0.175
C -2.227051 2.771152 4.353013 0.179 0.272 -0.308
C -2.118875 4.255506 4.697993 0.108 -0.167 0.211
C -0.664768 4.592639 5.018321 -0.030 -0.096 -0.357
C 0.219776 4.143199 3.855818 0.109 0.361 0.282
O 0.073928 2.767985 3.589127 0.019 -0.219 -0.011
C -1.758570 0.981266 0.412839 0.192 -0.284 -0.085
C -1.241786 0.582885 -0.967995 -0.736 -0.056 -0.058
N 0.089084 1.106506 -1.167536 0.310 0.323 -0.957
S 0.618823 1.084607 -2.749215 0.016 0.057 0.101
O -0.421019 1.653818 -3.553833 -0.204 -0.318 0.063
O 1.918349 1.689501 -2.768649 0.106 -0.307 0.171
C 0.779097 -0.654644 -3.134362 0.033 0.806 0.179
C 1.969679 -1.299012 -2.870117 0.047 0.062 -0.004
C 2.083367 -2.663404 -3.080244 0.023 -0.274 -0.032
C 0.987147 -3.383013 -3.553051 -0.090 0.205 0.013
O 0.981236 -4.716900 -3.790399 -0.252 0.220 -0.044
C 2.163240 -5.453272 -3.575851 0.195 -0.124 0.038
C -0.214030 -2.714909 -3.818231 0.127 -0.115 0.032
C -0.316386 -1.356905 -3.607506 -0.099 -0.135 -0.088
C 1.047044 0.630607 -0.198701 0.560 -0.001 0.403
C 0.611559 1.055248 1.200579 -0.008 -0.174 -0.233
H 0.047499 -2.808230 4.445086 0.037 0.003 0.108
H -1.414780 -3.109234 3.493277 -0.083 -0.027 0.022
H -0.235448 -4.404851 3.733780 0.002 -0.126 0.046
H -0.061697 -3.406520 1.444821 0.157 0.075 0.108
H 1.441128 -3.137200 2.383356 -0.122 0.040 -0.053
H -0.630119 0.446762 3.656206 -0.059 -0.036 0.100
H -2.291475 0.554293 3.045895 -0.032 -0.035 0.033
H -1.536861 3.011668 2.331060 0.045 -0.019 0.037
H -3.243951 2.525081 4.045072 -0.033 -0.084 -0.006
H -1.972780 2.171789 5.229426 -0.016 -0.112 0.029
H -2.762166 4.493991 5.546724 -0.051 0.061 -0.051
H -2.451109 4.851634 3.844112 -0.058 0.051 -0.010
H -0.540357 5.663423 5.182095 0.056 0.037 0.043
H -0.357606 4.063747 5.922356 0.055 0.026 0.059
H 1.277369 4.287249 4.086565 -0.073 0.072 -0.071
H -0.030515 4.727719 2.955496 0.054 -0.030 0.039
H -2.736966 0.525569 0.568942 -0.007 0.046 -0.003
H -1.858604 2.064807 0.450412 -0.015 0.065 0.028
H -1.867822 1.009146 -1.752656 -0.118 -0.121 0.125
H -1.252658 -0.514130 -1.059913 -0.027 0.075 -0.003
H 2.808475 -0.719092 -2.518823 0.150 -0.001 0.042
H 3.023275 -3.150613 -2.875716 0.069 -0.061 0.001
H 1.920808 -6.480048 -3.844498 0.068 0.066 0.034
H 2.474075 -5.418037 -2.527084 -0.009 0.016 -0.041
H 2.979181 -5.096058 -4.211318 -0.028 -0.001 0.032
H -1.046908 -3.290089 -4.189523 -0.106 -0.050 -0.052
H -1.227246 -0.821470 -3.821821 -0.161 -0.012 -0.054
H 2.006539 1.078046 -0.460146 0.029 -0.134 0.179
H 1.140050 -0.467756 -0.246349 0.037 0.045 0.002
H 1.323000 0.692998 1.940825 0.030 0.079 -0.018
H 0.591113 2.142186 1.248231 0.021 0.043 0.030
```
Positions in Å, forces in eV/Å.

As for the largest force on an atom: 1.06 eV Å⁻¹. The SMILES is CCOC(=O)C1(C[C@H]2CCCCO2)CCN(S(=O)(=O)c2ccc(OC)cc2)CC1. For the frontier orbital gap, the calculation gives 0.350 hartree. The value obtained for the total energy is -1723.1988 hartree. The calculation puts the energy above the lowest of the compared OMol25 structures with the same formula, charge and spin at 0.000 eV.

***

# C21H31O3W

A structure of composition C21H31O3W in a non-equilibrium geometry (ωB97M-V/def2-TZVPD, the Open Molecules 2025 dataset).

Geometry as XYZ:
```
56
Properties=species:S:1:pos:R:3:forces:R:3
O 4.366383 -1.448623 -2.746685 1.674 0.171 -0.385
C 5.757561 -0.889218 -2.812262 0.158 -0.231 0.603
C 6.368917 -2.239933 -3.159471 -0.785 0.169 -0.110
H 6.145500 -0.506969 -1.859928 -0.603 0.412 -0.290
H 5.875169 -0.199326 -3.654096 -0.256 0.234 0.406
C 4.899149 -2.556470 -3.556371 0.978 -0.889 -0.773
H 6.720073 -2.795476 -2.269381 -0.291 0.215 -0.535
H 7.098767 -2.266603 -3.975538 -0.124 -0.003 0.259
C 4.534117 -3.981761 -3.257131 -0.398 -0.195 0.046
H 4.550791 -4.224062 -2.200126 0.031 0.011 -0.044
H 5.320486 -4.571473 -3.753729 -0.372 0.004 0.140
H 3.573422 -4.238507 -3.712177 -0.041 -0.187 0.109
C 4.670131 -2.317998 -5.053132 0.386 0.007 0.233
H 5.171125 -1.396075 -5.374842 -0.277 -0.168 -0.110
H 3.599016 -2.275842 -5.284735 0.218 0.009 0.009
H 5.131919 -3.171100 -5.581894 -0.303 0.467 0.017
W 0.787960 -0.434749 -1.007984 0.536 3.577 4.466
C 0.073531 1.593317 -1.611960 0.694 0.746 0.037
C 0.811406 1.932656 -0.422098 -0.428 -0.089 -0.932
C 2.195974 1.695644 -0.671042 -0.101 -0.851 -0.612
H 0.349628 2.389038 0.451772 0.353 -0.261 -0.158
C 2.334500 1.149333 -1.986698 -0.326 0.374 0.245
C 1.029927 1.078943 -2.580494 -0.130 0.862 -0.163
H 0.810279 0.847383 -3.616579 0.155 0.104 0.227
H -0.978374 1.835323 -1.778242 0.498 -0.282 0.026
H 3.035122 1.901435 -0.003345 -0.458 -0.292 -0.059
H 3.266258 0.908539 -2.496160 -0.302 -0.164 0.280
C -1.462948 -0.911896 -1.374845 -0.209 -0.606 0.023
C -0.598364 -1.329886 -2.447808 -0.289 -0.721 -0.551
C 0.294948 -2.318282 -1.928604 -0.523 -1.547 -0.254
H -0.577439 -0.996949 -3.500164 -0.305 -0.235 0.912
C 0.022616 -2.499476 -0.519786 -0.552 -0.698 -1.165
C -1.089339 -1.639543 -0.199369 -0.188 -0.550 -0.350
H -1.661360 -1.698676 0.743216 0.682 0.500 -0.640
H -2.342175 -0.249051 -1.471243 0.937 -0.294 0.188
H 1.013580 -2.867438 -2.531616 -0.115 0.102 0.254
H 0.442622 -3.307804 0.088827 -0.070 0.729 -0.129
O 4.658023 -3.605352 -0.202327 -0.548 1.362 0.391
C 3.351515 -2.975668 -0.280015 -0.060 -0.983 -0.459
C 3.442036 -1.556273 0.279222 -0.187 -0.613 0.087
H 2.666026 -3.606681 0.322882 0.285 0.343 0.044
H 2.907362 -3.006755 -1.298857 0.923 -0.101 0.332
C 4.894844 -1.431130 0.787747 -0.098 0.600 -0.845
H 2.732226 -1.607364 1.110367 0.706 0.683 -0.638
H 3.218401 -0.724591 -0.474950 0.269 -1.284 0.977
C 5.420462 -2.858773 0.781867 0.183 -0.632 0.321
H 4.980675 -0.909916 1.755734 -0.038 -0.330 -0.400
H 5.420642 -0.849588 0.013198 0.079 -0.113 0.530
H 5.322171 -3.296883 1.810251 -0.016 0.045 -0.881
H 6.474727 -2.928267 0.461476 -0.430 0.009 0.292
C -0.210714 0.182983 2.338616 -0.706 0.421 0.520
C 1.007961 -0.219131 1.626141 2.585 -0.412 -0.107
O 2.046559 -0.335351 2.256949 -2.246 0.529 -1.273
H -0.871386 0.751678 1.695310 -0.287 0.025 -0.002
H 0.112917 0.780107 3.201836 -0.330 -0.184 -0.099
H -0.728635 -0.719370 2.687965 0.063 0.203 -0.009
```
Positions in Å, forces in eV/Å.

As for the largest force on an atom: 5.75 eV Å⁻¹. For the frontier orbital gap (spin up / spin down), the calculation gives 0.262 / 0.254 hartree. The value obtained for the total energy is -1111.1655 hartree. The total charge is +1. The expectation value of S² is 2.023. Its spin multiplicity is 3.

***

# C21H31O4Os

A structure of composition C21H31O4Os in a non-equilibrium geometry (ωB97M-V/def2-TZVPD, the Open Molecules 2025 dataset).

Geometry as XYZ:
```
57
Properties=species:S:1:pos:R:3:forces:R:3
O -0.130421 -0.046373 -2.552816 0.161 0.023 0.831
C 0.941786 -0.486352 -3.427469 -0.015 -0.137 0.416
C 0.414872 0.356707 -4.583224 -0.443 0.023 0.357
H 0.877400 -1.571099 -3.540266 0.300 0.158 -0.071
H 1.911310 -0.171320 -3.028351 -0.012 -0.293 -0.058
C -0.724221 0.760242 -3.597920 0.003 0.085 -0.502
H 0.087685 -0.253687 -5.425613 0.218 0.429 0.001
H 1.081408 1.187061 -4.843012 -0.279 -0.275 -0.272
C -2.093519 0.198199 -3.919953 -0.067 0.033 -0.144
H -2.024821 -0.891456 -4.047170 -0.057 0.311 -0.071
H -2.477019 0.653766 -4.844834 -0.014 -0.182 0.287
H -2.792598 0.409896 -3.096590 0.075 -0.039 -0.254
C -0.766062 2.226682 -3.224030 -0.045 0.194 -0.046
H 0.248210 2.614491 -3.057149 -0.264 -0.019 -0.058
H -1.359913 2.389613 -2.310589 0.137 -0.029 -0.276
H -1.232858 2.800841 -4.039318 0.187 -0.103 0.278
Os -0.055333 -0.045412 0.497946 3.997 -4.363 -2.301
C 0.808838 1.461485 1.687437 0.771 0.532 0.482
C 1.839731 0.482831 1.584597 2.103 1.069 0.173
C 2.312878 0.485409 0.236126 0.412 -0.379 0.720
H 2.224469 -0.117906 2.403878 -0.169 0.079 -0.305
C 1.535655 1.405634 -0.506433 0.500 1.636 -0.211
C 0.579606 1.997480 0.368274 1.472 1.834 -0.545
H -0.117093 2.788051 0.100161 0.213 -0.233 0.137
H 0.331455 1.763774 2.609912 0.048 0.013 -0.163
H 3.115940 -0.129635 -0.154855 -0.278 0.044 0.091
H 1.678709 1.663375 -1.553184 -0.187 -0.228 0.354
C -1.506009 -0.406426 1.993521 -1.551 -1.003 0.918
C -1.810550 0.797189 1.283747 -1.751 0.370 -0.321
C -2.057162 0.461283 -0.078594 -3.148 0.557 -0.055
H -1.889290 1.784353 1.710115 0.108 0.001 -0.021
C -1.922642 -0.951194 -0.213117 -0.695 -0.163 0.080
C -1.591827 -1.482971 1.067510 -1.867 -1.067 0.763
H -1.440200 -2.526199 1.305520 0.127 0.157 -0.064
H -1.259546 -0.485439 3.045639 0.014 0.013 -0.190
H -2.355487 1.153183 -0.855038 0.133 -0.107 0.127
H -2.058333 -1.514979 -1.123616 0.235 0.035 0.027
O 0.713192 -1.384669 -7.156987 0.329 -0.252 -1.824
C 0.166512 -0.438625 -8.113295 -0.152 0.647 0.333
C 0.441614 -0.905382 -9.551132 -0.189 -0.574 0.337
H 0.640301 0.544577 -7.938939 -0.144 -0.340 0.067
H -0.914368 -0.331899 -7.920684 0.348 -0.042 -0.037
C 1.549750 -1.961845 -9.383720 0.131 0.781 0.311
H 0.735397 -0.085222 -10.205024 -0.017 -0.019 0.088
H -0.455144 -1.367315 -9.973704 0.082 0.065 0.039
C 1.381182 -2.420843 -7.928992 -0.135 -0.606 0.074
H 2.526866 -1.492463 -9.530631 -0.059 -0.068 0.074
H 1.465040 -2.769400 -10.109002 -0.030 -0.072 0.161
H 2.344596 -2.649017 -7.457995 -0.243 0.100 0.015
H 0.769456 -3.339631 -7.923227 0.088 0.303 0.234
C 1.944849 -3.978904 -0.106703 0.054 -0.118 0.021
C 1.302878 -2.681658 0.306509 -0.242 0.490 -0.284
O 1.184227 -2.402358 1.526745 -0.312 0.620 -0.895
O 0.889045 -1.895635 -0.639179 0.201 -0.088 1.105
H 1.387960 -4.812883 0.334678 0.128 0.157 -0.051
H 2.964609 -4.012906 0.291739 -0.186 -0.021 -0.046
H 1.968691 -4.085718 -1.192301 -0.023 0.062 0.167
```
Positions in Å, forces in eV/Å.

As for the largest force on an atom: 6.35 eV Å⁻¹. For the frontier orbital gap (spin up / spin down), the calculation gives 0.218 / 0.218 hartree. The value obtained for the total energy is -1209.9337 hartree. The total charge is +1. The expectation value of S² is 6.022. The calculation puts the energy above the lowest of the compared OMol25 structures with the same formula, charge and spin at 0.000 eV. Its spin multiplicity is 5.